1.
C34H35InN6SSi | ωB97M-V/def2-TZVPD

The geometry in XYZ format:
```
78
Properties=species:S:1:pos:R:3
In 0.15950 -0.80029 0.83110
N -0.24296 2.24993 4.00462
C 0.25587 1.44248 3.04539
S 0.20410 -0.26982 3.35577
N 0.77306 2.06348 2.01177
N 1.28558 1.23374 1.06518
C 2.12178 1.72804 0.23323
C 2.50522 3.16303 0.21003
C 3.76099 3.56840 0.64344
C 4.11137 4.91136 0.60203
C 3.20988 5.84728 0.11710
C 1.95469 5.44083 -0.31917
C 1.59792 4.10297 -0.26938
C 2.71372 0.77657 -0.73328
C 3.61559 1.18406 -1.71060
C 4.18332 0.22365 -2.53164
C 3.85597 -1.10898 -2.34011
C 2.93977 -1.42046 -1.34718
N 2.36336 -0.50453 -0.58052
H -0.71677 1.85498 4.79387
H -0.26603 3.24085 3.83485
H 4.46250 2.83410 1.02263
H 5.08749 5.22447 0.94968
H 3.48357 6.89407 0.08112
H 1.24765 6.16973 -0.69448
H 0.61431 3.78000 -0.59194
H 3.86246 2.23030 -1.81662
H 4.88451 0.51368 -3.30333
H 4.29567 -1.89390 -2.93938
H 2.67491 -2.45297 -1.14419
N -0.46183 -1.94762 -1.85344
C -1.37758 -2.89803 -1.36917
C -2.70922 -2.85945 -1.77245
C -3.61963 -3.78429 -1.28945
C -3.20535 -4.77044 -0.40552
C -1.88295 -4.79532 0.00955
C -0.95695 -3.85695 -0.43958
C 0.43531 -3.88476 0.09531
C 1.15654 -5.07865 0.01658
C 2.41377 -5.19169 0.58926
C 2.95933 -4.10883 1.26336
C 2.24939 -2.91763 1.33583
C 0.99383 -2.77419 0.74327
H 0.43650 -2.34155 -2.08605
H -0.82445 -1.38555 -2.60979
H -3.02412 -2.10232 -2.48202
H -4.65192 -3.73638 -1.61198
H -3.90835 -5.50017 -0.02663
H -1.55577 -5.53708 0.72862
H 0.71658 -5.92651 -0.49608
H 2.95925 -6.12437 0.51836
H 3.93325 -4.19080 1.73013
H 2.69006 -2.07934 1.86704
C -4.48724 0.01852 -0.06944
Si -3.05379 -0.05202 1.14766
C -2.93718 -1.76012 1.89411
C -3.43323 1.10385 2.57664
N -1.56167 0.28301 0.31130
C -1.45476 1.32430 -0.60419
C -0.48860 1.32321 -1.62491
C -0.38279 2.35845 -2.53977
C -1.24006 3.44898 -2.48232
C -2.19898 3.47645 -1.47814
C -2.30224 2.44640 -0.55707
H -5.24079 -0.72937 0.19097
H -4.14430 -0.18795 -1.08573
H -4.97730 0.99391 -0.07741
H -3.91611 -2.03906 2.29514
H -2.22882 -1.78615 2.72468
H -2.65859 -2.52397 1.16832
H -4.43710 0.89645 2.96020
H -3.38624 2.16236 2.31343
H -2.72150 0.92355 3.38350
H 0.18621 0.48145 -1.70303
H 0.38220 2.30900 -3.30702
H -1.16012 4.25741 -3.19673
H -2.87570 4.31940 -1.40130
H -3.04595 2.51685 0.22601
```

The calculation puts the energy above the lowest of the compared OMol25 structures with the same formula, charge and spin at 0.000 eV. As for the total energy: -68656.7913 eV. The value obtained for the LUMO energy is -0.013 Eh.

Löwdin population analysis, charges in e, atoms 1 to 6:
1. In 0.7069
2. N 0.0823
3. C -0.8516
4. S 0.6442
5. N 0.0322
6. N -0.0143

***

2.
C34H35N2O | ωB97M-V/def2-TZVPD

The geometry in XYZ format:
```
72
Properties=species:S:1:pos:R:3
C -2.43339 3.01761 1.72761
N -1.55396 1.93410 1.26958
C -1.47145 0.77790 1.94484
C -2.62550 -0.16836 2.19706
C -3.69341 -0.12235 1.10662
C -3.18785 0.25178 3.53979
C -2.06817 -1.58285 2.34984
N -0.00498 0.01764 0.08250
C 0.64223 1.32318 0.34821
C 1.79318 1.66546 -0.60125
C 3.15028 1.81262 0.02782
C 3.34583 2.36255 1.30245
C 4.57535 2.15061 1.95339
C 5.58915 1.42489 1.31319
C 5.44267 1.02070 -0.02449
C 4.23620 1.27733 -0.68201
C -0.48594 2.31414 0.38426
O -0.51390 3.32734 -0.29138
H -2.16221 3.93056 1.20647
H -3.48895 2.80585 1.53586
H -2.29863 3.13254 2.80830
H -0.55572 0.61104 2.52384
H -3.28783 -0.39780 0.12828
H -4.48446 -0.86259 1.30504
H -4.18893 0.85264 1.00894
H -2.37056 0.30912 4.25759
H -3.65607 1.23593 3.47187
H -3.92041 -0.46831 3.92255
H -1.39053 -1.65075 3.21339
H -2.86598 -2.33105 2.48714
H -1.50650 -1.87300 1.45649
H 0.15278 -0.55825 0.89450
H 0.99882 1.33946 1.39192
H 1.91305 0.86376 -1.32522
H 1.54667 2.56799 -1.17515
H 2.51800 2.89190 1.78823
H 4.71540 2.55003 2.96738
H 6.51583 1.21378 1.84347
H 6.24565 0.49911 -0.55555
H 4.06970 0.96725 -1.72232
C -0.02594 -0.68432 -1.12482
C -0.12446 0.34429 -2.22268
C -1.16821 1.25149 -2.09103
C -1.22992 2.33790 -2.96892
C -0.23227 2.48562 -3.93632
C 0.73396 1.49630 -4.11692
C 0.73821 0.34971 -3.31555
C 1.15107 -1.67605 -0.99394
C 0.65231 -2.85951 -0.40011
C 1.47884 -3.82445 0.17203
C 2.85236 -3.51635 0.22893
C 3.37216 -2.40277 -0.45583
C 2.51909 -1.53947 -1.17505
C -0.79085 -2.87967 -0.54455
C -1.19108 -1.66388 -1.13734
C -2.41926 -1.56898 -1.76744
C -3.35832 -2.57713 -1.49205
C -3.01168 -3.72719 -0.76716
C -1.69328 -3.92101 -0.35800
H -1.96578 1.05578 -1.35770
H -2.00442 3.09207 -2.86834
H -0.21911 3.38325 -4.54964
H 1.53406 1.62250 -4.84277
H 1.38024 -0.51738 -3.50108
H 1.02060 -4.74530 0.56634
H 3.50944 -4.18319 0.78694
H 4.44559 -2.19667 -0.45234
H 2.91117 -0.79466 -1.86759
H -2.63875 -0.75358 -2.45959
H -4.36966 -2.47487 -1.87625
H -3.76337 -4.48927 -0.54908
H -1.32823 -4.85673 0.05673
```

Its charge is +1. The calculation puts the energy above the lowest of the compared OMol25 structures with the same formula, charge and spin at 1.851 eV. As for the total energy: -40845.2334 eV. The value obtained for the LUMO energy is -0.184 Eh. Its SMILES is C/[N+](=C\C(C)(C)C)C(=O)[C@H](Cc1ccccc1)NC1(c2ccccc2)c2ccccc2-c2ccccc21.

Löwdin population analysis, charges in e, atoms 1 to 6:
1. C 0.0303
2. N -0.0275
3. C 0.0872
4. C -0.5510
5. C -0.0097
6. C -0.0267

***

3.
C34H35N5O12 | ωB97M-V/def2-TZVPD

The geometry in XYZ format:
```
86
Properties=species:S:1:pos:R:3
C -1.07921 -0.85716 0.81799
N 0.19179 -1.32958 0.19759
C 0.86973 -2.39375 0.98173
C 2.22227 -1.96529 1.68922
C 2.93160 -0.74360 1.77810
C 2.48727 0.64562 1.14908
C 2.49148 0.67804 -0.46833
C 3.63146 1.57823 -1.12026
C 4.64647 0.84990 -2.11429
O 4.25035 -0.45364 -2.58623
C 4.24505 -1.01980 2.67942
O 4.89579 -0.13893 3.25877
O 4.42410 -2.43626 2.64415
C 3.09544 -2.99466 2.52548
O 2.78295 -4.09436 3.01085
H -1.68353 -1.70500 1.28215
H -0.80223 -0.02429 1.55246
H -1.70159 -0.36568 -0.01433
H 0.05522 -1.67758 -0.76171
H 1.13447 -3.23366 0.23307
H 0.12592 -2.88581 1.71561
H 1.50232 1.02105 1.60857
H 3.27913 1.41782 1.48509
H 1.47944 1.15162 -0.76355
H 2.44016 -0.40171 -0.81479
H 3.12178 2.41919 -1.70935
H 4.24220 2.12435 -0.30664
H 5.72695 0.77290 -1.72024
H 4.73363 1.52244 -3.05146
H 3.40761 -0.42245 -3.08648
C -1.25727 5.21057 -4.56373
C -1.29768 3.91988 -4.04614
C -0.11698 3.21709 -3.83358
C 1.10348 3.82022 -4.13953
C 1.14853 5.11031 -4.66499
C -0.03812 5.80359 -4.87671
N 2.35109 3.09457 -3.89466
O 2.27149 1.95727 -3.45038
O 3.40202 3.66654 -4.14361
H -2.18114 5.75792 -4.72314
H -2.25115 3.46218 -3.80531
H -0.16404 2.21180 -3.42978
H 2.09190 5.58551 -4.91018
H -0.01303 6.80913 -5.28263
C -1.37511 -4.88681 7.08745
C -2.60894 -4.28816 6.84841
C -2.95369 -3.89602 5.56023
C -2.05666 -4.11227 4.51612
C -0.81666 -4.70410 4.74968
C -0.47874 -5.09067 6.04201
N -2.42667 -3.72365 3.15312
O -3.51493 -3.18890 2.98394
O -1.62721 -3.95893 2.25816
H -1.11103 -5.19694 8.09379
H -3.30307 -4.13011 7.66714
H -3.91802 -3.43094 5.38756
H -0.11047 -4.87143 3.94328
H 0.48245 -5.55479 6.23467
C 2.43633 -0.23363 -7.57676
C 1.45251 -1.15008 -7.93669
C 0.12053 -0.75393 -7.99919
C -0.21414 0.56593 -7.70300
C 0.76488 1.48560 -7.33510
C 2.09333 1.08025 -7.27237
N -1.61182 0.99505 -7.79138
O -2.44633 0.15721 -8.09869
O -1.86353 2.16792 -7.55601
H 3.47564 -0.54479 -7.53416
H 1.72486 -2.17352 -8.17160
H -0.63643 -1.47725 -8.28080
H 0.51300 2.51374 -7.09823
H 2.86399 1.78982 -6.98948
C -3.36887 1.00960 4.13527
C -3.80617 2.14585 4.80965
C -4.32876 2.03579 6.09386
C -4.40465 0.78116 6.69494
C -3.97614 -0.36041 6.02202
C -3.45722 -0.24171 4.73782
N -4.93072 0.66237 8.05679
O -5.31481 1.68182 8.60965
O -4.95185 -0.44943 8.56412
H -2.95581 1.09986 3.13507
H -3.73636 3.11873 4.33478
H -4.66576 2.92832 6.60888
H -4.03620 -1.34075 6.48074
H -3.11785 -1.12433 4.20701
```

The calculation puts the energy above the lowest of the compared OMol25 structures with the same formula, charge and spin at 2.593 eV. As for the total energy: -67832.1815 eV. The value obtained for the LUMO energy is -0.039 Eh. Its SMILES is CNCC1=C(CCCCO)C(=O)OC1=O.O=[N+]([O-])c1ccccc1.O=[N+]([O-])c1ccccc1.O=[N+]([O-])c1ccccc1.O=[N+]([O-])c1ccccc1.

Löwdin population analysis, charges in e, atoms 1 to 6:
1. C -0.1200
2. N -0.1366
3. C -0.1490
4. C -0.0120
5. C -0.0102
6. C -0.1235